{
  "formula": "C19H27Cl9O8",
  "method": "ωB97M-V with the def2-TZVPD basis set",
  "symbols": ["Cl", "C", "Cl", "Cl", "H", "Cl", "C", "Cl", "Cl", "H", "Cl", "C", "Cl", "Cl", "H", "O", "C", "C", "C", "C", "O", "H", "H", "H", "H", "H", "H", "O", "C", "C", "C", "C", "O", "H", "H", "H", "H", "H", "H", "O", "C", "C", "C", "C", "O", "H", "H", "H", "H", "H", "H", "O", "C", "C", "C", "C", "O", "H", "H", "H", "H", "H", "H"],
  "coordinates": [[11.863, 12.639, 11.993], [11.893, 10.885, 11.561], [11.035, 10.716, 10.049], [11.161, 9.924, 12.955], [12.933, 10.495, 11.594], [17.716, 13.370, 12.233], [16.387, 13.004, 13.394], [15.347, 14.309, 13.649], [17.024, 12.360, 14.919], [15.825, 12.173, 12.984], [15.666, 9.429, 8.070], [13.932, 9.697, 8.460], [13.010, 8.296, 7.872], [13.375, 11.197, 7.850], [13.817, 9.764, 9.513], [7.608, 11.329, 12.070], [7.880, 12.142, 11.206], [8.358, 13.532, 11.460], [7.950, 14.203, 10.122], [8.028, 13.034, 9.139], [7.780, 11.868, 9.908], [7.924, 13.894, 12.436], [9.485, 13.398, 11.499], [6.967, 14.623, 10.136], [8.629, 15.042, 9.809], [7.220, 13.176, 8.383], [9.021, 12.997, 8.699], [13.442, 8.114, 14.988], [13.338, 9.207, 15.485], [12.338, 9.623, 16.585], [12.636, 11.100, 16.847], [14.023, 11.239, 16.264], [14.187, 10.198, 15.243], [11.314, 9.422, 16.180], [12.552, 8.968, 17.412], [11.876, 11.694, 16.436], [12.567, 11.348, 17.890], [14.360, 12.170, 15.759], [14.806, 11.046, 16.966], [14.830, 10.391, 12.441], [14.867, 9.174, 12.375], [15.937, 8.291, 12.792], [15.587, 6.934, 12.237], [14.060, 7.033, 12.074], [13.809, 8.472, 11.897], [16.895, 8.614, 12.355], [16.012, 8.215, 13.838], [15.989, 6.806, 11.227], [15.813, 6.192, 12.994], [13.607, 6.510, 11.178], [13.559, 6.875, 13.030], [9.470, 10.999, 15.721], [8.397, 10.474, 15.413], [8.264, 9.084, 14.765], [6.729, 8.794, 14.836], [6.208, 10.210, 15.010], [7.216, 11.050, 15.519], [8.559, 9.165, 13.726], [8.838, 8.314, 15.328], [6.466, 8.436, 13.857], [6.394, 8.088, 15.645], [5.950, 10.544, 14.002], [5.286, 10.286, 15.636]],
  "atomic_forces_ev_per_a": [[0.5, -0.8, 0.0], [0.0, 0.0, 1.7], [-0.1, -0.5, 0.3], [0.1, 0.7, -1.1], [-0.8, 0.7, -0.6], [-0.4, 0.0, 0.5], [0.9, -1.6, -0.5], [-0.8, 1.4, 0.2], [0.4, 0.1, 0.1], [0.0, 0.1, -0.2], [-0.4, 0.2, 0.3], [0.7, -0.9, -0.5], [0.0, 0.3, 0.1], [-0.1, 0.8, -0.9], [0.1, -0.4, 0.9], [0.2, 0.4, -1.0], [-0.5, -1.3, 2.2], [0.5, 0.3, -0.3], [1.6, 0.9, 0.3], [-0.7, 1.2, -0.4], [-0.2, -0.4, -0.5], [0.7, -0.2, -1.2], [-1.3, 0.5, 0.2], [-0.8, 0.1, 0.3], [-0.5, -0.8, 0.3], [0.9, -0.6, 0.3], [0.0, -0.3, -0.3], [0.0, 0.1, -0.4], [-0.5, -0.2, 1.2], [-0.4, -0.3, -1.6], [0.2, -1.1, 0.3], [0.9, 0.8, -1.4], [-0.1, 0.5, 0.3], [0.8, 0.3, 0.6], [-0.1, -0.3, 0.5], [-0.8, 0.9, -1.2], [0.5, 0.0, 0.6], [-0.9, -0.4, 0.4], [0.4, -0.3, 0.8], [0.0, -1.0, -0.5], [-1.7, 1.8, -0.1], [1.9, -0.8, -1.4], [-1.3, -0.1, -0.5], [-0.6, 0.6, -0.2], [0.9, 0.2, -0.4], [-0.3, 0.3, 0.5], [0.0, 0.4, 1.5], [0.4, -0.4, 0.5], [0.3, -0.6, -0.6], [0.5, 0.5, 1.3], [-0.1, -0.8, -0.3], [-2.3, -0.7, -0.3], [3.2, -0.3, -0.3], [-0.8, -0.5, 1.5], [1.1, -0.1, 0.7], [-2.3, -0.3, -0.7], [0.1, 0.5, 0.7], [0.3, 0.0, -0.1], [-0.1, 0.7, -0.6], [-0.6, -0.4, -0.1], [0.6, 0.7, -0.8], [0.0, 0.5, 0.2], [0.9, 0.0, -0.3]],
  "mulliken_charge": [-0.248, 1.691, -0.102, -0.054, -1.304, -0.169, 1.280, -0.128, -0.158, -0.724, -0.167, 1.538, -0.132, -0.103, -1.137, -0.550, 0.269, 0.447, -0.698, -0.325, -0.312, 0.328, -0.328, 0.308, 0.313, 0.276, 0.257, -0.657, 0.382, 0.233, -0.536, -0.256, -0.178, -0.324, 0.374, 0.270, 0.361, 0.100, 0.236, -0.757, 0.634, -0.665, -0.586, -0.491, -0.184, 0.427, 0.242, 0.320, 0.317, 0.333, 0.279, -0.500, 0.512, -0.316, -0.649, -0.300, -0.371, 0.186, 0.410, 0.277, 0.277, 0.158, 0.371],
  "homo_lumo_gap_ev": 10.40,
  "mol_weight_g_mol": 702.49,
  "smiles": "ClC(Cl)Cl.ClC(Cl)Cl.ClC(Cl)Cl.O=C1CCCO1.O=C1CCCO1.O=C1CCCO1.O=C1CCCO1",
  "homo_ha": -0.3653
}